Density functional theory data (ωB97M-V/def2-TZVPD) for a cluster of 3 separate species, C2H11NO3 in total in a non-equilibrium geometry.

Last column: Mulliken charge in e.
Geometry (Å):
O: -0.579 2.343 0.416  -0.68
O: -0.032 0.135 1.910  -0.59
O: -0.829 1.532 -2.317  -0.64
N: 0.493 -2.101 -0.837  -0.65
C: 0.417 -0.776 -0.236  -0.39
C: 0.873 -0.832 1.292  -0.40
H: 0.982 -0.031 -0.805  0.39
H: -1.117 2.801 1.068  0.29
H: -0.401 -2.531 -1.022  0.22
H: -0.534 -0.271 -0.098  0.25
H: 0.562 -1.847 1.543  0.36
H: 1.910 -0.525 1.525  0.25
H: -1.241 1.896 -1.528  0.34
H: -0.235 1.503 0.774  0.40
H: -0.023 -0.057 2.852  0.28
H: 0.922 -2.012 -1.754  0.29
H: -1.170 0.773 -2.784  0.30

The calculation puts the HOMO energy at -9.63 eV. For the relative energy (zero: lowest compared OMol25 entry of this formula, charge and spin), the calculation gives 108.1 kJ/mol. Its total charge is 0. Its spin multiplicity is 1. As for the LUMO energy: 0.71 eV.



Density functional theory data (ωB97M-V/def2-TZVPD) for a cluster of 4 separate species, C2H11NO3 in total in a non-equilibrium geometry.

Last column: Mulliken charge in e.
Geometry (Å):
O: -1.587 2.428 1.750  -0.64
O: -0.037 -2.803 -2.204  -0.60
O: 3.729 1.120 -0.702  -0.59
N: 0.519 -0.320 0.916  -0.27
C: -0.846 -0.420 0.919  0.25
C: -1.569 -0.051 -0.212  -0.60
H: 0.894 -1.226 1.148  0.35
H: -2.080 3.131 1.313  0.34
H: 2.831 0.925 -0.992  0.30
H: -2.505 -0.550 -0.411  0.33
H: -0.540 -2.068 -2.603  0.33
H: 3.868 0.483 0.007  0.32
H: -0.654 2.591 1.559  0.34
H: -1.254 -1.112 1.648  0.36
H: -1.181 0.763 -0.804  0.29
H: -0.382 -2.839 -1.303  0.29
H: 0.796 -0.052 -0.029  0.22

The calculation puts the HOMO energy (alpha / beta) at -14.85 / -14.85 eV. For the relative energy (zero: lowest compared OMol25 entry of this formula, charge and spin), the calculation gives 151.0 kJ/mol. Its total charge is +1. The expectation value of S² is 0.76. Its spin multiplicity is 2. As for the LUMO energy (alpha / beta): -5.29 / -8.26 eV.



Density functional theory data (ωB97M-V/def2-TZVPD) for a cluster of 4 separate species, C2H11NO4 in total in a non-equilibrium geometry.

Last column: Mulliken charge in e.
Geometry (Å):
O: 1.635 0.713 -0.438  -0.58
O: -0.081 -2.231 -1.260  -0.63
O: -0.964 0.396 -1.521  -0.49
O: 1.997 -1.466 0.887  -0.63
N: -0.753 0.804 0.731  0.14
C: -1.269 1.016 -0.578  0.01
C: -1.304 1.348 2.001  -0.92
H: 1.820 0.446 -1.343  0.27
H: 1.090 -1.293 0.689  0.23
H: -1.385 2.446 2.191  0.31
H: -0.372 -1.429 -1.756  0.39
H: -0.198 -0.084 0.804  0.04
H: -0.655 1.226 2.890  0.31
H: -2.323 1.018 2.349  0.31
H: -0.853 -2.823 -1.285  0.29
H: 2.565 0.380 -0.285  0.32
H: 2.270 -0.923 1.498  0.32
H: -1.937 1.932 -0.753  0.30

The calculation puts the HOMO energy at -9.83 eV. For the relative energy (zero: lowest compared OMol25 entry of this formula, charge and spin), the calculation gives 274.8 kJ/mol. Its total charge is 0. Its spin multiplicity is 1. As for the LUMO energy: 0.70 eV.